# C38H52N9O4P

A 9-piece molecular cluster, C38H52N9O4P overall at a distorted geometry (ωB97M-V with the def2-TZVPD basis set, the OMol25 dataset).

Structure (ORCA input):
```
! wB97M-V def2-TZVPD RIJCOSX def2/J DEFGRID3
* xyz 0 1
C 0.890 -0.742 -2.840
C -0.128 -1.083 -1.618
N 0.542 -1.176 -0.288
C 1.422 -2.387 -0.153
P 0.950 -4.032 -0.969
O 1.506 -4.156 -2.584
O -0.719 -4.396 -0.812
C 1.220 -2.749 1.435
O 2.439 -2.459 2.210
C 3.069 -1.389 1.466
O 3.511 -0.306 1.879
C 2.979 -1.972 -0.039
H 0.237 -0.372 -3.718
H 1.588 0.125 -2.537
H 1.446 -1.656 -3.227
H -0.824 -0.162 -1.561
H -0.821 -1.963 -1.860
H 1.204 -0.371 -0.280
H 0.906 -4.729 -3.111
H -1.019 -4.077 0.067
H 0.346 -2.238 1.959
H 1.137 -3.898 1.458
H 3.509 -2.980 -0.058
H 3.246 -1.173 -0.800
C -0.762 1.239 3.358
C -0.339 1.612 4.658
C 0.834 0.941 4.914
N 1.129 0.174 3.821
C 0.165 0.353 2.865
H -1.647 1.581 2.841
H -0.836 2.297 5.330
H 1.480 0.942 5.779
H 1.933 -0.429 3.732
H 0.220 -0.164 1.919
C -2.229 2.991 -4.457
C -0.870 3.381 -4.551
C -0.302 3.184 -3.316
N -1.269 2.694 -2.480
C -2.446 2.568 -3.169
H -2.967 3.016 -5.245
H -0.363 3.763 -5.425
H 0.704 3.351 -2.961
H -1.135 2.462 -1.509
H -3.333 2.192 -2.684
C -2.935 -3.046 5.337
C -3.507 -2.170 6.291
C -2.828 -0.977 6.210
N -1.866 -1.103 5.246
C -1.927 -2.358 4.704
H -3.229 -4.065 5.134
H -4.325 -2.387 6.963
H -2.947 -0.053 6.755
H -1.212 -0.380 4.975
H -1.249 -2.655 3.919
C 6.147 -6.906 0.607
C 5.605 -6.496 -0.637
C 4.500 -5.727 -0.369
N 4.351 -5.661 0.991
C 5.354 -6.373 1.594
H 7.020 -7.522 0.763
H 5.983 -6.737 -1.620
H 3.807 -5.223 -1.026
H 3.619 -5.166 1.474
H 5.416 -6.439 2.669
C -6.703 2.460 4.116
C -7.362 1.522 4.949
C -6.450 0.545 5.264
N -5.267 0.855 4.650
C -5.411 2.024 3.952
H -7.127 3.356 3.686
H -8.388 1.559 5.281
H -6.541 -0.344 5.871
H -4.421 0.308 4.704
H -4.584 2.443 3.399
C 2.098 1.929 -8.687
C 3.213 2.783 -8.873
C 3.254 3.643 -7.802
N 2.202 3.342 -6.979
C 1.495 2.295 -7.509
H 1.773 1.134 -9.342
H 3.910 2.770 -9.698
H 3.938 4.440 -7.556
H 1.982 3.816 -6.119
H 0.625 1.903 -7.003
C -2.596 0.420 -10.347
C -1.480 1.273 -10.534
C -1.439 2.133 -9.464
N -2.490 1.833 -8.641
C -3.198 0.786 -9.169
H -2.922 -0.375 -11.002
H -0.785 1.260 -11.360
H -0.754 2.930 -9.219
H -2.709 2.307 -7.780
H -4.068 0.394 -8.662
C 2.738 3.695 8.954
C 1.655 4.593 9.118
C 0.776 4.367 8.087
N 1.291 3.369 7.304
C 2.485 2.950 7.828
H 3.607 3.603 9.589
H 1.532 5.323 9.904
H -0.168 4.830 7.843
H 0.859 3.001 6.472
H 3.050 2.161 7.356
*
```

## Properties
Max |F| = 4.85 eV/Å
Energy relative to the best compared isomer or geometry (same formula, charge and spin) = 302.8 kJ/mol
Highest occupied orbital energy = -8.16 eV
Frontier orbital gap = 7.9523 eV
Structure (SMILES) = CCN[C@]1(P(O)O)COC(=O)C1.c1cc[nH]c1.c1cc[nH]c1.c1cc[nH]c1.c1cc[nH]c1.c1cc[nH]c1.c1cc[nH]c1.c1cc[nH]c1.c1cc[nH]c1
LUMO = -0.2 eV
E = -71134.902 eV

Here are the Mulliken charges for atoms 1 to 99, given in e:
1. C -0.888
2. C -0.423
3. N -0.334
4. C 0.682
5. P 0.019
6. O -0.416
7. O -0.473
8. C -0.848
9. O -0.469
10. C 0.513
11. O -0.547
12. C -0.670
13. H 0.335
14. H 0.212
15. H 0.254
16. H 0.246
17. H 0.348
18. H 0.339
19. H 0.306
20. H 0.344
21. H 0.017
22. H 0.701
23. H 0.260
24. H 0.376
25. C -1.088
26. C -0.950
27. C 0.003
28. N 0.408
29. C -0.238
30. H 0.447
31. H 0.371
32. H 0.299
33. H 0.131
34. H 0.462
35. C -0.597
36. C -0.067
37. C -0.691
38. N 0.054
39. C -0.587
40. H 0.377
41. H 0.547
42. H 0.373
43. H 0.188
44. H 0.389
45. C -0.771
46. C -0.411
47. C -0.972
48. N 0.078
49. C -0.052
50. H 0.398
51. H 0.488
52. H 0.442
53. H 0.785
54. H 0.162
55. C -0.384
56. C -0.734
57. C -0.052
58. N 0.112
59. C -0.591
60. H 0.386
61. H 0.408
62. H 0.289
63. H 0.197
64. H 0.380
65. C -0.478
66. C -0.593
67. C -0.281
68. N 0.093
69. C -0.403
70. H 0.382
71. H 0.381
72. H 0.362
73. H 0.220
74. H 0.323
75. C -0.490
76. C -0.442
77. C -0.543
78. N 0.088
79. C -0.543
80. H 0.442
81. H 0.391
82. H 0.393
83. H 0.179
84. H 0.546
85. C -0.544
86. C -0.487
87. C -0.516
88. N 0.060
89. C -0.385
90. H 0.384
91. H 0.421
92. H 0.494
93. H 0.210
94. H 0.373
95. C -0.583
96. C -0.544
97. C -0.377
98. N 0.140
99. C -0.243